DFT (ωB97M-V with the def2-TZVPD basis set) results for the molecule C5H10O.

Summary:
Energy relative to the best compared isomer or geometry (same formula, charge and spin) (kJ/mol): 127.21
HOMO level (Ha): -0.336
Maximum force (eV Å⁻¹): 0.66
Net charge: 0
2S+1: 1
DFT total energy (hartree): -271.70417
LUMO level (hartree): 0.0375

Atoms and positions in Å:
C (1.4314, -0.3865, 1.0518)
C (0.9524, -0.0143, -0.3445)
C (0.1069, -1.1032, -0.9764)
C (-0.5166, 0.1997, -0.5553)
C (-1.4068, 0.6152, 0.5891)
O (-0.8149, 0.9057, -1.7474)
H (2.4968, -0.6378, 1.0543)
H (1.2672, 0.4072, 1.7891)
H (0.9009, -1.2759, 1.4196)
H (1.6033, 0.6124, -0.9466)
H (0.0437, -1.2527, -2.0498)
H (0.1675, -2.0191, -0.4097)
H (-2.4664, 0.3972, 0.4224)
H (-1.2963, 1.7073, 0.6855)
H (-1.0980, 0.1855, 1.5441)
H (-1.3712, 1.6593, -1.5261)

Atomic forces in eV per Å
0.039 0.070 0.052
0.132 0.114 -0.012
0.091 -0.133 -0.107
0.090 -0.064 0.223
-0.005 -0.078 0.015
-0.166 0.228 -0.015
-0.119 0.082 -0.060
0.119 0.004 -0.136
0.073 0.247 -0.068
-0.002 -0.170 -0.012
0.270 0.129 0.121
-0.643 -0.070 0.138
0.149 -0.090 -0.043
-0.075 -0.202 0.069
-0.076 -0.069 -0.164
0.124 0.003 -0.001


DFT (ωB97M-V with the def2-TZVPD basis set) results for a structure of composition C5H10O.

Summary:
Energy relative to the best compared isomer or geometry (same formula, charge and spin) (kJ/mol): 370.27
HOMO level (Ha): -0.289
Maximum force (eV Å⁻¹): 0.38
Net charge: 0
2S+1: 1
DFT total energy (hartree): -271.61159
LUMO level (hartree): 0.0409

Atoms and positions in Å:
C (-0.1118, 0.9591, -0.8865)
C (1.1677, 0.6864, -0.0686)
C (0.9261, -0.2168, 1.1580)
O (0.1853, -1.3918, 0.8125)
C (-1.4664, -0.7620, 0.2373)
C (-0.9175, -0.3333, -0.9937)
H (0.1674, 1.3411, -1.8745)
H (-0.7023, 1.7531, -0.4009)
H (1.8863, 0.1720, -0.7208)
H (1.6431, 1.6176, 0.2657)
H (0.3721, 0.3222, 1.9394)
H (1.8821, -0.5253, 1.5971)
H (-1.6043, -0.0945, 1.0923)
H (-2.0875, -1.6548, 0.2654)
H (-1.3740, -0.6448, -1.9295)
H (0.0315, -1.2624, -0.3935)

Atomic forces in eV per Å
0.065 0.053 -0.001
0.021 -0.040 -0.015
0.052 0.138 0.092
0.091 -0.056 -0.225
-0.091 0.033 -0.208
-0.308 0.169 -0.009
-0.041 -0.081 0.143
0.070 -0.143 -0.065
-0.095 0.069 0.093
-0.081 -0.140 -0.042
0.087 -0.044 -0.085
-0.115 0.077 -0.056
0.097 -0.112 -0.134
0.084 0.141 -0.020
0.071 0.037 0.181
0.092 -0.102 0.352


DFT (ωB97M-V with the def2-TZVPD basis set) results for a structure of composition C5H10O at a distorted geometry.

Summary:
Energy relative to the best compared isomer or geometry (same formula, charge and spin) (kJ/mol): 493.70
HOMO level (Ha): -0.316
Maximum force (eV Å⁻¹): 3.24
Net charge: 0
2S+1: 1
DFT total energy (hartree): -271.56457
LUMO level (hartree): 0.0301

Atoms and positions in Å:
O (1.7459, 0.1605, 1.5403)
C (1.6135, -0.4333, 0.3144)
C (0.2691, -0.5641, -0.2608)
C (-1.1154, -0.7371, 0.4319)
C (-1.7100, 0.3673, -0.4715)
C (-0.1881, 0.8271, -0.6690)
H (0.9931, 0.7515, 1.6880)
H (1.9846, 0.5967, -0.9295)
H (2.3382, -1.2397, 0.2274)
H (0.3419, -1.2134, -1.1430)
H (-1.0876, -0.4442, 1.4873)
H (-1.5223, -1.7466, 0.3390)
H (-2.1926, -0.0416, -1.3617)
H (-2.4077, 1.0596, 0.0242)
H (-0.0218, 1.5518, 0.1446)
H (0.9591, 1.1056, -1.3616)

Atomic forces in eV per Å
-0.066 0.168 -0.019
0.854 1.042 -1.467
0.012 0.199 -0.087
0.116 -0.240 0.122
0.230 0.105 -0.379
1.345 0.291 -0.385
0.197 -0.077 -0.050
0.270 -1.796 2.248
-0.146 0.106 -0.026
-0.167 0.182 0.084
-0.041 -0.036 -0.167
-0.091 0.189 0.085
0.152 0.031 0.029
0.449 -0.058 -0.312
0.107 -0.215 0.032
-3.222 0.109 0.292


DFT (ωB97M-V with the def2-TZVPD basis set) results for a cluster of 2 separate species, C5H10O in total.

Summary:
Energy relative to the best compared isomer or geometry (same formula, charge and spin) (kJ/mol): 183.57
HOMO level (Ha): -0.313
Maximum force (eV Å⁻¹): 0.51
Net charge: 0
2S+1: 1
DFT total energy (hartree): -271.68270
LUMO level (hartree): 0.0315

Atoms and positions in Å:
C (-0.0375, -1.9751, 0.3337)
C (0.7876, -0.8631, -0.2328)
C (1.7684, -0.2672, 0.4344)
O (2.4139, 0.8239, -0.0761)
H (0.5210, -2.5149, 1.0958)
H (-0.9567, -1.5895, 0.7935)
H (-0.3335, -2.6826, -0.4471)
H (0.5235, -0.4680, -1.2102)
H (2.0977, -0.6044, 1.4205)
H (3.1986, 1.0012, 0.4495)
C (-2.2530, 1.4098, -0.6464)
C (-1.0910, 1.6516, -0.0587)
H (-2.3892, 1.5451, -1.7157)
H (-3.1231, 1.0975, -0.0710)
H (-0.9561, 1.5122, 1.0098)
H (-0.2203, 1.9878, -0.6177)

Atomic forces in eV per Å
-0.104 -0.005 -0.079
0.150 0.238 0.100
-0.216 -0.464 -0.033
0.220 0.184 0.009
-0.034 -0.092 0.092
0.091 -0.079 -0.119
0.062 0.046 0.148
0.034 -0.028 0.105
-0.101 0.076 -0.187
-0.030 0.041 -0.051
-0.118 0.119 0.089
0.025 0.051 -0.053
0.005 -0.037 0.121
0.162 -0.012 -0.146
-0.011 0.043 -0.103
-0.136 -0.081 0.107


DFT (ωB97M-V with the def2-TZVPD basis set) results for the molecule C5H10O at a distorted geometry.

Summary:
Energy relative to the best compared isomer or geometry (same formula, charge and spin) (kJ/mol): 236.42
HOMO level (Ha): -0.340
Maximum force (eV Å⁻¹): 3.70
Net charge: 0
2S+1: 1
DFT total energy (hartree): -271.66257
LUMO level (hartree): 0.0389

Atoms and positions in Å:
C (0.2504, 0.7348, -1.9863)
C (-0.2445, 0.9599, -0.4953)
O (-1.0419, -0.3036, -0.6038)
C (-0.1393, -0.1611, 0.4525)
C (-0.9626, -0.0954, 1.7116)
C (1.0676, -1.0545, 0.5203)
H (-0.1665, 1.4966, -2.6351)
H (0.0302, -0.2280, -2.5347)
H (1.3149, 0.8233, -1.9674)
H (-0.8691, 1.8107, -0.1205)
H (-1.8631, 0.5055, 1.5399)
H (-1.2730, -1.1154, 1.9767)
H (-0.3909, 0.3191, 2.5370)
H (1.7312, -0.7432, 1.3338)
H (1.6415, -1.0391, -0.4063)
H (0.7582, -2.0857, 0.7142)

Atomic forces in eV per Å
1.121 1.334 0.152
-1.962 -1.935 -2.474
-1.480 -0.510 1.391
0.052 -0.427 0.338
0.228 0.232 0.430
0.157 -0.190 -0.105
0.116 0.453 0.034
-0.089 0.861 1.497
0.970 0.366 -0.550
0.759 -0.459 -0.912
0.236 -0.107 0.070
0.067 0.251 -0.066
-0.001 0.055 0.284
-0.127 0.004 -0.083
-0.068 0.002 -0.004
0.021 0.070 -0.002


DFT (ωB97M-V with the def2-TZVPD basis set) results for a cluster of 2 separate species, C5H10O in total at a distorted geometry.

Summary:
Energy relative to the best compared isomer or geometry (same formula, charge and spin) (kJ/mol): 650.33
HOMO level (Ha): -0.309
Maximum force (eV Å⁻¹): 5.92
Net charge: 0
2S+1: 1
DFT total energy (hartree): -271.50492
LUMO level (hartree): -0.0911

Atoms and positions in Å:
O (1.9384, 0.8554, 0.0110)
C (1.5341, -0.2219, 0.5020)
C (0.6150, -1.1466, -0.1635)
C (-0.4510, -0.3491, -1.0749)
C (-1.1808, 0.7435, -0.2847)
C (-2.0096, 0.0555, 0.8154)
H (2.2257, -0.7664, 1.1866)
H (0.9261, -1.9748, -0.7669)
H (0.5501, 0.3677, 1.6919)
H (0.1852, -0.0061, -1.8913)
H (-1.1951, -1.0584, -1.4573)
H (-0.4726, 1.3699, 0.2594)
H (-1.8378, 1.3056, -0.9301)
H (-2.3635, 0.7766, 1.5168)
H (-2.8780, -0.4764, 0.4223)
H (-1.3547, -0.6924, 1.2296)

Atomic forces in eV per Å
-0.548 0.225 -1.049
1.244 -0.542 2.766
-2.155 4.702 -2.879
0.723 -1.209 1.936
0.051 -0.857 0.576
-0.159 -0.391 -1.348
-0.075 0.335 0.018
0.232 -1.592 1.074
0.727 -2.026 -1.301
-0.065 0.261 -0.221
0.289 -0.005 -0.106
0.013 0.330 -0.670
0.058 0.492 -0.225
-0.118 0.311 0.797
-0.055 0.066 -0.181
-0.161 -0.098 0.813


DFT (ωB97M-V with the def2-TZVPD basis set) results for the molecule C5H10O at a distorted geometry.

Summary:
Energy relative to the best compared isomer or geometry (same formula, charge and spin) (kJ/mol): 250.43
HOMO level (Ha): -0.341
Maximum force (eV Å⁻¹): 3.06
Net charge: 0
2S+1: 1
DFT total energy (hartree): -271.65723
LUMO level (hartree): 0.0396

Atoms and positions in Å:
C (1.0523, -0.7542, 0.1050)
C (-0.1930, -1.2242, 0.8164)
C (-1.1707, 0.0876, 1.1660)
O (-1.4306, 1.0248, 0.1671)
C (-0.2512, 1.4250, -1.0032)
C (0.7579, 0.3414, -1.2801)
H (1.5789, -1.4679, -0.5209)
H (1.7410, -0.2856, 0.8325)
H (-0.6882, -2.0337, 0.2461)
H (-0.0636, -1.5518, 1.8587)
H (-0.6762, 0.5527, 2.0468)
H (-2.0838, -0.4482, 1.4918)
H (0.2041, 2.3600, -0.6530)
H (-1.0330, 1.5898, -1.7382)
H (1.7962, 0.6750, -1.3990)
H (0.4599, -0.2908, -2.1360)

Atomic forces in eV per Å
-0.342 1.779 -1.840
-1.271 1.688 -0.020
1.635 -1.871 -0.444
1.747 0.134 -1.723
-1.694 -0.838 2.412
-0.009 -1.750 2.397
0.111 -0.592 0.669
-0.208 0.057 -0.671
-0.115 0.632 0.273
0.571 -0.347 -0.498
-0.272 -0.100 -0.337
0.022 0.877 -0.247
-0.352 -0.338 0.097
0.533 0.087 -0.320
-0.519 0.378 -0.309
0.163 0.205 0.562